1.
Entry from OMol25: C29H26GdN2O3S4 as an isolated structure (wB97M-V/def2-TZVPD).

Calculated values
- Net charge: -1
- 2S+1: 8
- Frontier orbital gap (spin up / spin down): 6.04 / 4.35 eV
- LUMO energy (spin up / spin down): 2.122 / 0.852 eV
- Relative energy (zero: lowest compared OMol25 entry of this formula, charge and spin): 21.9 kcal per mole
- Molar mass: 736.06 g/mol

Atoms and positions in Å:
Gd 0.00146 -0.21649 -0.78396
O 1.36152 -2.35217 0.08284
C 1.50540 -2.83676 1.41621
C 2.85230 -2.45907 2.02056
C 3.17830 -0.98003 1.78504
C 2.12607 -0.06636 2.35973
C 1.95632 0.05512 3.72480
C 0.95522 0.90317 4.20587
C 0.21351 1.64519 3.32292
C 0.47891 1.50606 1.94755
N 1.35801 0.59870 1.47972
H 2.00042 -2.80403 -0.47938
H 1.36271 -3.91992 1.43418
H 0.69730 -2.37970 1.99015
H 3.64421 -3.08008 1.59199
H 2.81239 -2.66599 3.09265
H 3.25825 -0.77042 0.71986
H 4.14140 -0.75107 2.24572
H 2.59598 -0.49315 4.40463
H 0.78740 0.99137 5.27197
H -0.55015 2.34423 3.63592
H 0.22791 2.25381 0.08602
S 1.06891 3.45241 -3.58127
C 0.71976 2.07417 -2.75006
S -0.92599 1.53312 -2.54026
S 1.99396 1.10297 -2.03756
O 3.14137 -6.07557 -5.87743
C 3.38971 -5.04090 -5.03212
O 4.52436 -4.66306 -4.90535
C 2.22900 -4.42807 -4.35053
C 0.97014 -5.03009 -4.25403
C -0.04959 -4.44207 -3.53704
C 0.13783 -3.21335 -2.88123
S -1.14597 -2.54221 -1.93122
C 1.39182 -2.58965 -3.02339
C 2.41351 -3.19250 -3.72530
H 2.19396 -6.22555 -5.95270
H 0.76557 -5.98619 -4.72720
H -1.01618 -4.92197 -3.45965
H 1.55632 -1.60810 -2.58721
H 3.37635 -2.70602 -3.81629
N -0.15982 2.27354 1.02782
C -1.55208 2.62254 1.13417
C -1.86691 3.98740 1.47338
C -3.13491 4.36406 1.95957
C -3.40585 5.66817 2.33149
C -2.42974 6.65257 2.24610
C -1.17084 6.30204 1.77184
C -0.89236 5.00229 1.39236
C -2.43553 1.59880 0.75283
C -2.05562 0.20909 0.82264
C -2.91072 -0.79735 0.33002
C -4.09644 -0.48282 -0.28403
C -4.49076 0.86943 -0.34168
C -3.71595 1.86599 0.17867
H -3.90480 3.61006 2.06882
H -4.39123 5.91834 2.70869
H -2.64375 7.67045 2.54649
H -0.39895 7.05781 1.68521
H 0.09141 4.75545 1.01550
H -1.31445 -0.09368 1.56450
H -2.63900 -1.83814 0.46905
H -4.72750 -1.25974 -0.69374
H -5.42384 1.12695 -0.82922
H -4.03003 2.89698 0.08433

---

2.
Entry from OMol25: C29H26IN2OPS5Sn as an isolated structure (wB97M-V/def2-TZVPD).

Calculated values
- Net charge: +2
- Frontier orbital gap (spin up / spin down): 4.10 / 4.11 eV
- LUMO energy (spin up / spin down): -8.520 / -8.518 eV
- Relative energy (zero: lowest compared OMol25 entry of this formula, charge and spin): 2.9 kcal per mole
- Molar mass: 855.46 g/mol

Atoms and positions in Å:
Sn -0.03214 0.02929 -0.34193
I 0.35753 -0.20554 2.59409
C 2.28352 -0.09675 3.61343
C 2.06712 -0.06909 4.96045
C 3.14906 -0.02910 5.85210
C 4.41256 -0.02758 5.34715
C 4.64982 -0.04136 3.95338
C 5.99003 -0.01143 3.50949
C 6.29624 0.00593 2.18208
C 5.25298 -0.01477 1.25205
C 3.92456 -0.05346 1.62309
P 2.81746 -0.10334 0.15808
C 3.25072 1.39525 -0.78275
C 2.90928 1.47278 -2.13688
C 3.06748 2.66305 -2.83020
C 3.51317 3.80040 -2.16752
C 3.79369 3.74543 -0.81012
C 3.66703 2.54862 -0.11886
C 3.46825 -1.56447 -0.72746
C 4.15783 -1.55834 -1.93620
C 4.47168 -2.75807 -2.56306
C 4.12928 -3.96850 -1.98086
C 3.49296 -3.98628 -0.74585
C 3.15021 -2.79142 -0.13117
C 3.56576 -0.06853 3.00701
H 1.05864 -0.08431 5.35230
H 2.96092 -0.00239 6.91579
H 5.26732 -0.01010 6.01098
H 6.77193 0.00353 4.25801
H 7.32343 0.03443 1.84603
H 5.50051 -0.00007 0.19729
H 2.52417 0.60038 -2.65148
H 2.84933 2.69918 -3.89052
H 3.64711 4.72578 -2.71254
H 4.11273 4.63737 -0.28721
H 3.90767 2.50755 0.93690
H 4.48313 -0.62679 -2.37846
H 4.98998 -2.74309 -3.51276
H 4.37968 -4.89787 -2.47448
H 3.26804 -4.92724 -0.25969
H 2.66589 -2.80088 0.84209
S -0.74123 0.71034 -3.21733
S -0.75044 2.56346 -3.73471
S -0.25291 3.80360 -2.18406
S 0.15190 2.86342 -0.53507
N -7.59519 1.10619 -0.10304
C -6.88025 -0.01276 0.04427
S -7.61849 -1.48437 0.19714
C -5.39176 0.11758 0.05941
C -4.59736 -1.00734 0.28030
C -3.22604 -0.87984 0.28742
N -2.59762 0.28516 0.09517
C -3.34762 1.36792 -0.10348
C -4.73055 1.33219 -0.13353
H -8.59973 1.04766 -0.10528
H -7.18436 2.01929 -0.18684
H -5.06779 -1.96599 0.44245
H -2.59594 -1.74534 0.46155
H -2.82080 2.30735 -0.22834
H -5.25664 2.25894 -0.31245
C -0.48757 -3.77971 -0.18236
O 0.05963 -2.54753 -0.69312
H 0.06209 -4.10714 0.70157
H -0.45569 -4.55223 -0.94910
H -1.52307 -3.60072 0.09244
H 0.96542 -2.73833 -0.98532

---

3.
Entry from OMol25: C29H26IrN4O4SSi as an isolated structure (wB97M-V/def2-TZVPD).

Calculated values
- Net charge: +2
- 2S+1: 2
- Frontier orbital gap (spin up / spin down): 7.25 / 5.72 eV
- LUMO energy (spin up / spin down): -7.201 / -8.722 eV
- Relative energy (zero: lowest compared OMol25 entry of this formula, charge and spin): 0.6 kcal per mole
- Molar mass: 746.92 g/mol

Atoms and positions in Å:
Ir -0.70260 0.85286 0.78221
O -1.81351 -2.55194 -1.28421
C -1.35647 -1.59914 -0.53088
O -1.78026 -0.43637 -0.57027
C -0.26521 -1.97695 0.41032
C 0.31944 -3.20205 0.62895
C 1.33830 -3.26772 1.58788
C 1.74014 -2.13776 2.28893
C 1.09940 -0.93904 2.01819
N 0.14196 -0.90542 1.10178
C 1.36719 0.41138 2.67531
O 2.21572 0.54128 3.50264
O 0.57716 1.39998 2.23774
H -2.51859 -2.22736 -1.87315
H 0.00003 -4.07676 0.07994
H 1.81824 -4.21717 1.78441
H 2.52231 -2.16787 3.03537
C -4.81806 3.14014 -2.14803
C -4.84348 3.84528 -0.79634
C -3.64098 3.53649 0.03361
N -2.91710 2.49050 -0.09654
N -1.87506 2.44246 0.80612
C -1.84520 3.50926 1.64631
N -0.95365 3.66656 2.59533
S -3.11041 4.62078 1.31013
H -5.71311 3.39662 -2.71065
H -4.79028 2.05844 -2.02352
H -3.94792 3.44558 -2.73037
H -5.72503 3.54310 -0.22277
H -4.91733 4.92743 -0.91940
H -0.22880 2.96375 2.74709
H -0.96258 4.49003 3.17580
C 4.35436 -1.03883 -0.09486
C 4.30895 0.18283 0.56388
C 3.26812 1.06501 0.31919
C 2.25564 0.74898 -0.59522
C 2.31665 -0.49387 -1.24558
C 3.35493 -1.37835 -0.99871
Si 0.79964 1.83594 -0.97286
C 0.07863 1.47806 -2.63735
C 0.99245 1.29847 -3.68529
C 0.55307 1.14365 -4.99173
C -0.80566 1.15996 -5.27053
C -1.72376 1.34096 -4.24401
C -1.28779 1.50530 -2.93789
C 0.77245 3.62875 -0.52158
C -0.10629 4.43672 -1.26057
C -0.22818 5.79021 -0.98832
C 0.53318 6.36628 0.02127
C 1.41012 5.58366 0.76043
C 1.52037 4.22593 0.49933
H 5.17520 -1.72072 0.08596
H 5.08914 0.45563 1.26195
H 3.26509 2.00560 0.85163
H 1.55498 -0.76480 -1.96838
H 3.39715 -2.32293 -1.52594
H 2.05886 1.28742 -3.48901
H 1.27147 1.01449 -5.78997
H -1.14928 1.03880 -6.28928
H -2.78347 1.36255 -4.46544
H -2.02028 1.65751 -2.15589
H -0.67950 4.00923 -2.07482
H -0.89432 6.40274 -1.58195
H 0.45432 7.42697 0.22110
H 2.01474 6.03162 1.53823
H 2.20012 3.64524 1.10785

---

For reference, maximum force by record: 0.0099 0.0203 0.0021 Eh/bohr.